Entry 1:
ORCA calculation (ωB97M-V with the def2-TZVPD basis set) on a molecular structure, C4H6N2 at a distorted geometry.

The geometry in XYZ format:
```
12
Properties=species:S:1:pos:R:3:nbo_charge:R:1
N -1.906 1.582 2.589 -0.254
N 0.258 0.805 -0.118 -0.298
C -0.175 -1.151 0.665 -0.458
C 0.663 -0.576 -0.516 -0.243
C -1.296 1.039 1.767 0.233
C -0.509 0.315 0.788 0.140
H 0.773 1.304 -2.892 -0.030
H 0.669 1.610 -2.222 0.025
H 0.439 -1.521 1.480 0.232
H -0.962 -1.880 0.443 0.231
H 0.304 -0.788 -1.528 0.215
H 1.743 -0.739 -0.456 0.209
```

The LUMO energy is 0.10 eV. Its total charge is 0. The spin multiplicity is 1. The calculation puts the orbital gap at 11.086 eV.

---

Entry 2:
ORCA calculation (ωB97M-V with the def2-TZVPD basis set) on a molecular structure, C4H13NSi at a distorted geometry.

The geometry in XYZ format:
```
19
Properties=species:S:1:pos:R:3:nbo_charge:R:1
Si -0.842 -1.131 0.093 1.779
N -1.326 -2.426 0.930 -1.347
C 1.451 0.337 0.942 -0.608
C -0.043 0.181 1.213 -0.674
C -0.747 1.533 1.119 -0.607
C -0.916 -0.627 -1.740 -1.161
H -0.351 2.222 1.866 0.210
H -1.942 -0.696 -2.098 0.257
H -0.328 -1.315 -2.345 0.256
H 2.082 -0.040 -2.160 -0.014
H -0.603 1.989 0.140 0.198
H -1.776 -3.228 0.513 0.375
H -0.561 0.381 -1.943 0.248
H -1.816 1.425 1.295 0.210
H 1.955 -0.627 0.996 0.213
H 1.910 0.999 1.678 0.210
H -0.160 -0.189 2.236 0.244
H 1.631 0.767 -0.044 0.199
H 2.380 0.444 -2.692 0.014
```

The LUMO energy is 0.69 eV. Its total charge is 0. The spin multiplicity is 1. The calculation puts the orbital gap at 10.021 eV.

---

Entry 3:
ORCA calculation (ωB97M-V with the def2-TZVPD basis set) on a molecular structure, CH8N2O3Rb at a distorted geometry.

The geometry in XYZ format:
```
15
Properties=species:S:1:pos:R:3:nbo_charge:R:1
Rb 0.156 -1.938 -0.694 0.991
O 2.304 -3.387 -1.510 -0.986
O -0.593 -0.266 -3.093 -0.948
O -0.625 0.235 1.008 -0.756
N -0.485 1.419 2.949 -0.819
N -1.537 2.349 1.153 -0.831
C -0.903 1.255 1.653 0.796
H 3.117 -3.284 -2.018 0.501
H -0.062 0.221 -3.734 0.492
H -2.048 2.270 0.293 0.421
H -0.350 2.355 3.279 0.392
H -0.495 -1.187 -3.351 0.459
H 0.159 0.701 3.242 0.404
H 2.559 -3.928 -0.755 0.488
H -1.199 3.187 1.578 0.398
```

The LUMO energy is -3.28 eV. Its total charge is +1. The spin multiplicity is 1. The calculation puts the orbital gap at 9.831 eV.

---

Entry 4:
ORCA calculation (ωB97M-V with the def2-TZVPD basis set) on 2 unconnected molecules or ions with the total composition C7H11F2N2 at a distorted geometry.

The geometry in XYZ format:
```
22
Properties=species:S:1:pos:R:3:nbo_charge:R:1
F 2.741 -0.020 1.146 -0.241
F 2.378 1.724 -0.117 -0.185
N 0.144 -0.216 -0.625 -0.512
N -1.986 -0.171 -0.050 -0.312
C -0.540 -0.443 -1.762 -0.087
C 2.814 0.533 -0.101 1.164
C -3.172 -0.024 0.779 -0.415
C -0.505 0.191 1.812 -0.679
C 3.696 -0.077 -1.079 -0.825
C -0.708 0.046 0.397 0.345
C -1.898 -0.458 -1.410 -0.063
H 0.531 0.431 1.886 0.227
H -0.854 -0.591 2.494 0.250
H -3.474 1.056 0.922 0.223
H -2.841 -0.545 -1.941 0.231
H 4.100 0.652 -1.806 0.304
H -1.035 1.050 2.258 0.242
H 3.107 -0.899 -1.678 0.352
H 4.563 -0.545 -0.667 0.315
H -2.869 -0.351 1.767 0.217
H -0.166 -0.732 -2.636 0.210
H -4.029 -0.613 0.412 0.240
```

The LUMO energy is -6.26 eV. Its total charge is +1. The spin multiplicity is 1. The calculation puts the orbital gap at 5.549 eV.

---

Entry 5:
ORCA calculation (ωB97M-V with the def2-TZVPD basis set) on 2 unconnected molecules or ions with the total composition C5H6N2O at a distorted geometry.

The geometry in XYZ format:
```
14
Properties=species:S:1:pos:R:3:nbo_charge:R:1
O -2.544 -0.667 -0.192 -0.476
N 0.589 1.478 -0.469 -0.583
N 2.628 0.714 -0.570 -0.438
C 0.593 0.210 -0.008 0.143
C -1.666 -0.412 0.792 0.154
C 1.890 1.747 -0.840 0.128
C -1.884 -1.801 0.452 -0.170
C 1.825 -0.260 -0.085 -0.235
H -2.582 -2.410 1.025 0.199
H 2.361 2.692 -1.039 0.202
H -1.189 -2.194 -0.305 0.218
H -0.254 1.984 -0.552 0.419
H -2.259 0.019 1.632 0.206
H 2.493 -1.102 0.159 0.233
```

The LUMO energy (alpha / beta) is -0.48 / -0.48 eV. Its total charge is 0. The spin multiplicity is 1. The calculation puts the orbital gap (alpha / beta) at 8.306 / 8.313 eV.

---

Entry 6:
ORCA calculation (ωB97M-V with the def2-TZVPD basis set) on C6H8N2O3S in the gas phase at a distorted geometry.

The geometry in XYZ format:
```
20
Properties=species:S:1:pos:R:3:nbo_charge:R:1
S 0.486 1.181 0.062 0.259
O 4.357 -1.551 -0.012 -0.378
O 0.143 -1.479 0.003 -0.444
O 2.547 -2.702 -0.094 -0.396
N 3.137 -1.646 -0.066 0.511
N 3.002 0.730 -0.175 -0.385
C 2.472 3.189 -0.006 -0.671
C 2.224 1.701 -0.022 0.155
C -1.885 -2.532 0.017 -0.632
C -1.219 -1.200 0.299 -0.086
C 2.352 -0.497 -0.129 0.056
C 0.962 -0.490 -0.066 0.219
H -1.202 -3.367 0.175 0.243
H -2.719 -2.723 0.595 0.213
H -1.495 -0.999 1.435 0.195
H 1.448 3.591 0.219 0.232
H -1.554 -0.270 -0.321 0.196
H -2.238 -2.578 -1.055 0.212
H 3.004 3.308 -0.963 0.256
H 3.197 3.397 0.871 0.247
```

The LUMO energy is 0.11 eV. Its total charge is 0. The spin multiplicity is 1. The calculation puts the orbital gap at 9.246 eV.

---

The records above give, respectively, relative energy (zero: lowest compared OMol25 entry of this formula, charge and spin) values of 291.3 170.6 56.2 115.9 557.2 443.9 kJ/mol.